Entry 1:
C2H8Si2 | ωB97M-V/def2-TZVPD

Positions of all 12 atoms, in Å:
C 1.85335 -2.04601 0.04420
C 1.75390 -0.85340 0.00409
Si 1.92892 0.99567 0.00191
H 1.96597 -3.07213 -0.15719
H 3.02990 1.66556 0.77427
H 0.58003 1.83516 0.03502
H 2.32259 0.98752 -1.30485
Si -2.00571 -0.27535 -0.00556
H -1.33222 0.08702 1.42936
H -2.11508 0.95691 -0.62733
H -1.16652 -1.21317 -0.65336
H -3.27339 -0.87734 0.07682

Atomic forces in eV per Å
0.03 -0.27 -0.53
0.02 1.35 1.36
-1.63 0.46 1.11
-0.02 -0.60 0.19
-0.54 -0.56 0.17
1.34 -1.07 0.33
0.87 0.68 -2.64
1.60 0.06 3.10
-0.96 -0.62 -1.58
-0.12 1.74 -1.18
0.83 -0.63 -0.71
-1.44 -0.55 0.36

Values from the calculation:
Structure (SMILES): C#C[SiH3].[SiH4]
Orbital gap (Eh): 0.41836
Highest occupied orbital energy (eV): -10.45
Charge: 0
Spin multiplicity: 1
ΔE to the lowest compared entry with this formula, charge and spin (kcal/mol): 51.4

Here are the Mulliken charges for atoms 1 to 8, given in e:
1. C 0.182
2. C -0.655
3. Si 0.391
4. H 0.389
5. H -0.088
6. H -0.094
7. H -0.120
8. Si 0.477

***

Entry 2:
C2H9BF3NO2P | ωB97M-V/def2-TZVPD

Positions of all 19 atoms, in Å:
N 3.23698 0.24018 0.17228
B 2.14119 0.58984 -0.75775
O 2.46451 0.93156 -2.07334
P 0.27616 0.58598 -0.17207
C -1.60338 0.68152 0.32816
O -2.09797 -0.33666 1.27021
C -2.40654 -1.50966 0.81576
F -2.17907 -1.71166 -0.44851
F -1.80391 -2.47713 1.49382
F -3.69725 -1.73964 0.98591
H 3.34144 -0.76403 0.25711
H 2.95590 0.55031 1.09629
H 2.33037 0.19097 -2.67268
H 0.35840 -0.81350 0.31547
H -0.13678 0.13424 -1.54248
H 0.11871 2.02532 -0.59182
H 0.62716 1.04635 1.20352
H -1.69111 1.60743 0.86980
H -2.23482 0.76859 -0.54969

Atomic forces in eV per Å
-0.05 0.43 -0.08
0.07 0.03 0.30
0.46 -0.64 -0.05
-0.33 0.24 -0.15
0.55 0.12 0.24
0.69 1.62 0.09
0.18 0.12 0.55
0.66 -0.20 -2.12
0.88 -1.05 0.81
-2.42 -0.41 0.35
0.24 -0.07 -0.17
-0.19 -0.22 0.20
-0.29 0.28 -0.14
0.03 -0.25 0.03
0.00 -0.03 -0.18
-0.28 0.06 -0.15
0.08 0.01 0.30
-0.04 0.34 0.47
-0.26 -0.39 -0.27

Values from the calculation:
Orbital gap (Eh): 0.23331
Highest occupied orbital energy (eV): -2.98
Charge: -1
Spin multiplicity: 1
ΔE to the lowest compared entry with this formula, charge and spin (kcal/mol): 6.4

Here are the Mulliken charges for atoms 1 to 8, given in e:
1. N -0.697
2. B 0.646
3. O -0.636
4. P -0.020
5. C -0.755
6. O -0.293
7. C 0.882
8. F -0.245

***

Entry 3:
C2H9BN5O3 | ωB97M-V/def2-TZVPD

Positions of all 20 atoms, in Å:
N 2.53907 -1.36820 1.51408
B 2.05837 -1.14589 0.13426
O 1.77262 -2.27639 -0.70401
N 1.80568 0.22030 -0.43325
C 0.42793 0.51952 -0.64938
N 0.01659 0.95193 -1.93078
N -0.48476 0.41499 0.27378
C -1.92619 0.68512 0.03485
O -2.49812 0.97895 1.32673
N -3.79538 0.43431 1.37696
O -4.49147 0.91304 0.57066
H 3.55392 -1.37578 1.59601
H 2.11916 -0.68325 2.14026
H 0.80956 -2.37165 -0.65021
H 2.30153 0.96199 0.06352
H 0.69613 1.59611 -2.33567
H -0.18811 0.17767 -2.56112
H -0.25244 0.13516 1.23077
H -2.36035 -0.28501 -0.32221
H -2.10374 1.51706 -0.67525

Atomic forces in eV per Å
-0.51 0.99 -1.60
0.58 -1.96 -0.04
-0.28 2.20 1.19
-1.67 0.13 1.16
1.01 0.52 -1.50
0.05 -0.10 1.29
-0.16 0.27 -0.37
-0.75 -0.26 0.32
2.31 -0.21 -0.96
-2.25 0.35 -0.09
0.47 -0.69 0.48
-0.22 -0.40 0.42
0.77 0.02 0.11
0.17 -0.69 -0.35
-0.24 -0.07 0.01
0.11 -0.60 -0.06
-0.14 0.21 0.03
0.00 0.00 -0.35
0.20 0.95 0.01
0.55 -0.66 0.30

Values from the calculation:
Structure (SMILES): NB(O)N/C(N)=[NH+]/CON=O
Orbital gap (Eh): 0.33462
Highest occupied orbital energy (eV): -13.98
Charge: +1
Spin multiplicity: 1
ΔE to the lowest compared entry with this formula, charge and spin (kcal/mol): 31.5

Here are the Mulliken charges for atoms 1 to 8, given in e:
1. N -0.435
2. B 0.319
3. O -0.496
4. N -0.293
5. C 0.299
6. N -0.457
7. N -0.002
8. C -0.512

***

Entry 4:
C2H9N | ωB97M-V/def2-TZVPD

Positions of all 12 atoms, in Å:
C 0.37662 -1.06347 1.14580
N 1.57236 -1.12543 0.32851
H -0.04870 -0.07819 1.16658
H 0.68436 -1.40234 2.14288
H -0.41183 -1.74744 0.74313
H 1.49286 -0.71780 -0.49314
H 2.52446 -1.08188 0.71741
C -1.24535 1.44742 -1.12866
H -1.39682 0.72047 -2.03397
H -1.14548 2.49308 -1.60742
H -0.30172 1.28192 -0.53803
H -2.10076 1.27365 -0.44309

Atomic forces in eV per Å
0.58 -1.11 -0.05
1.19 -2.53 3.98
-0.27 0.60 0.42
-0.57 0.20 -0.09
0.61 0.35 0.39
-0.22 2.30 -4.57
-1.33 0.16 -0.03
0.40 -0.05 -1.54
0.67 1.12 1.84
-0.62 -1.53 1.09
-0.88 -0.15 -0.90
0.44 0.65 -0.53

Values from the calculation:
Structure (SMILES): CN.C
Orbital gap (Eh): 0.36243
Highest occupied orbital energy (eV): -8.76
Charge: 0
Spin multiplicity: 1
ΔE to the lowest compared entry with this formula, charge and spin (kcal/mol): 22.5

Here are the Mulliken charges for atoms 1 to 8, given in e:
1. C -0.532
2. N -0.441
3. H 0.151
4. H 0.306
5. H 0.188
6. H 0.162
7. H 0.180
8. C -0.802

***

Entry 5:
C2H9N2 | ωB97M-V/def2-TZVPD

Positions of all 13 atoms, in Å:
C 0.49989 2.61693 -1.10950
H 0.54174 3.70244 -1.09116
H 0.46232 2.22939 -0.09726
H -0.37217 2.22141 -1.63625
H 1.33479 2.33880 -1.75457
N -0.66044 -2.35992 1.52641
C 0.11717 -1.53850 0.86485
N -0.17484 -1.08027 -0.33669
H -1.64476 -2.37635 1.34095
H -0.30590 -2.84955 2.32306
H 1.10888 -1.34073 1.25975
H 0.12153 -0.12611 -0.53347
H -1.02822 -1.43753 -0.75611

Atomic forces in eV per Å
-0.18 -0.14 -0.91
-0.51 0.01 0.12
0.58 -0.08 0.15
-0.25 0.54 0.03
0.33 -0.41 0.63
0.51 0.63 -0.34
0.31 -0.80 -0.21
-0.56 0.38 0.87
-0.38 -0.42 -0.14
0.00 -0.14 0.44
-0.12 0.26 0.13
0.20 -0.33 -0.59
0.06 0.49 -0.19

Values from the calculation:
Orbital gap (Eh): 0.42726
Highest occupied orbital energy (eV): -16.06
Charge: +1
Spin multiplicity: 1
ΔE to the lowest compared entry with this formula, charge and spin (kcal/mol): 9.8

Here are the Mulliken charges for atoms 1 to 8, given in e:
1. C -1.065
2. H 0.284
3. H 0.199
4. H 0.282
5. H 0.306
6. N -0.302
7. C 0.252
8. N -0.306

***

Entry 6:
C2H9N2 | ωB97M-V/def2-TZVPD

Positions of all 13 atoms, in Å:
C -1.06902 0.20826 -0.20629
C -0.43031 -0.89984 0.58040
N 1.04436 1.74014 0.04821
N -0.10148 -1.90525 -0.18976
H -1.55446 -0.27346 -1.06946
H -0.29395 1.03790 -0.51165
H -1.77832 0.79535 0.41781
H 0.25291 -0.86143 1.50978
H 1.85834 2.04035 -0.45942
H 0.88195 2.65451 0.40540
H 1.27816 1.01532 0.67816
H -0.59527 -2.13854 -1.03717
H 0.40036 -2.78347 0.13163

Atomic forces in eV per Å
-1.44 -0.44 1.41
2.70 0.92 -2.08
0.90 1.70 -1.95
0.24 -2.90 1.66
-0.07 0.54 0.29
-0.30 -1.36 0.46
0.20 -0.47 -0.46
-1.93 0.14 -0.99
0.85 -0.91 -0.72
-0.95 0.41 1.65
0.53 -0.06 1.15
-0.21 0.65 -0.43
-0.50 1.78 -0.01

Values from the calculation:
Orbital gap (Eh): 0.33398
Highest occupied orbital energy (eV): -14.20
Charge: +1
Spin multiplicity: 1
ΔE to the lowest compared entry with this formula, charge and spin (kcal/mol): 46.5

Here are the Mulliken charges for atoms 1 to 8, given in e:
1. C -0.871
2. C 0.143
3. N -0.768
4. N -0.270
5. H 0.323
6. H 0.495
7. H 0.338
8. H 0.360

***

Entry 7:
C2H9N2 | ωB97M-V/def2-TZVPD

Positions of all 13 atoms, in Å:
C 1.36641 -0.58827 -0.23078
C -1.80442 0.49625 -0.03487
N 1.89056 0.53551 0.07038
N -0.69252 -0.43658 0.22930
H -1.61300 0.89201 -1.09409
H 1.34939 -1.58058 0.43431
H -2.61810 -0.12465 -0.03305
H -1.85660 1.24565 0.77868
H 2.44123 0.81511 0.89868
H 1.71158 1.33523 -0.54744
H 1.05193 -0.75602 -1.35140
H -0.81731 -1.27120 -0.28522
H -0.40915 -0.56246 1.16551

Atomic forces in eV per Å
-2.80 -3.34 -1.58
2.84 1.35 -0.92
1.82 2.65 0.51
1.16 0.64 -0.73
-0.63 -0.01 1.70
0.81 2.59 -1.45
-2.63 -0.87 -0.08
-0.02 -0.22 -0.89
-0.78 -0.85 -0.40
0.40 -0.63 0.12
0.94 0.35 2.41
-0.50 -1.22 0.10
-0.59 -0.44 1.21

Values from the calculation:
Orbital gap (Eh): 0.38550
Highest occupied orbital energy (eV): -14.30
Charge: +1
Spin multiplicity: 1
ΔE to the lowest compared entry with this formula, charge and spin (kcal/mol): 51.2

Here are the Mulliken charges for atoms 1 to 8, given in e:
1. C -0.179
2. C -0.787
3. N -0.229
4. N -0.484
5. H 0.268
6. H 0.346
7. H 0.352
8. H 0.296

***

Entry 8:
C2H9N2O | ωB97M-V/def2-TZVPD

Positions of all 14 atoms, in Å:
N -0.68084 -2.96391 -1.26589
H 0.26007 -3.30678 -1.40871
H -1.10563 -3.60342 -0.60342
H -0.58231 -2.09476 -0.70989
C -0.28382 0.19961 0.09968
O -0.52910 -0.92279 0.79981
C 0.51635 1.24758 0.88801
N 0.82250 2.43086 0.07739
H 0.25723 0.04365 -0.86586
H -1.20765 0.74508 -0.22978
H -0.07455 1.48017 1.77965
H 1.44838 0.80291 1.23506
H -0.00369 2.72605 -0.42251
H 1.16306 3.21573 0.62647

Atomic forces in eV per Å
-0.12 0.10 -0.18
0.14 -0.06 0.00
0.01 -0.04 0.02
-0.07 -0.09 0.31
0.03 0.01 0.09
-0.02 -0.09 -0.18
-0.04 0.07 0.11
0.40 0.19 -0.13
0.21 -0.03 -0.06
-0.23 0.14 -0.02
-0.08 0.04 0.13
0.12 -0.12 -0.05
-0.16 0.09 0.01
-0.21 -0.19 -0.05

Values from the calculation:
Orbital gap (Eh): 0.25785
Highest occupied orbital energy (eV): -2.56
Charge: -1
Spin multiplicity: 1
ΔE to the lowest compared entry with this formula, charge and spin (kcal/mol): 4.2

Here are the Mulliken charges for atoms 1 to 8, given in e:
1. N -0.835
2. H 0.182
3. H 0.192
4. H 0.456
5. C -0.249
6. O -0.917
7. C -0.346
8. N -0.575

***

Entry 9:
C2H9N2O | ωB97M-V/def2-TZVPD

Positions of all 14 atoms, in Å:
C 0.12404 1.29058 1.13139
N 0.51945 -0.01543 0.83023
C -0.47367 -1.09162 1.01698
O -0.99420 1.67629 0.97750
H 0.96164 1.93649 1.43122
H 1.43517 -0.22048 1.22225
H -0.77315 -1.18659 2.05682
H -0.02880 -2.02587 0.68275
H -1.36203 -0.88116 0.42560
N 0.12562 0.09889 -1.96767
H -0.50099 -0.67068 -2.20743
H 0.90051 0.13340 -2.62728
H -0.41121 0.96831 -2.02203
H 0.47762 -0.01215 -0.95033

Atomic forces in eV per Å
0.42 0.02 -0.19
0.36 -0.21 0.18
0.12 -0.03 -0.12
-0.55 0.13 -0.08
0.01 0.06 0.07
-0.18 -0.12 -0.04
-0.03 0.01 0.07
-0.03 -0.05 0.03
-0.02 0.06 0.04
-0.08 0.02 0.47
0.10 -0.03 -0.03
0.04 -0.01 -0.04
0.06 0.01 0.01
-0.22 0.15 -0.36

Values from the calculation:
Orbital gap (Eh): 0.38799
Highest occupied orbital energy (eV): -14.45
Charge: +1
Spin multiplicity: 1
ΔE to the lowest compared entry with this formula, charge and spin (kcal/mol): 27.1

Here are the Mulliken charges for atoms 1 to 8, given in e:
1. C 0.026
2. N -0.407
3. C -0.894
4. O -0.437
5. H 0.357
6. H 0.218
7. H 0.349
8. H 0.353

***

Entry 10:
C2H9N2O2P | ωB97M-V/def2-TZVPD

Positions of all 16 atoms, in Å:
C 1.75450 1.42082 0.56149
P 1.09687 -0.24352 0.12187
O 2.08796 -1.21194 -0.28884
O 0.45198 -0.78379 1.52105
N -0.19761 -0.33899 -1.03164
C -1.43219 0.20446 -0.68845
N -2.45071 -0.79500 -0.30950
H 2.08874 1.53659 1.60259
H 2.65909 1.64078 -0.02735
H 1.13641 2.25250 0.37970
H 1.01997 -1.58467 1.75208
H -0.17044 -1.06008 -1.72426
H -1.66532 0.79512 -1.52065
H -1.25408 0.78870 0.25544
H -2.27923 -1.36552 0.51617
H -2.84593 -1.25547 -1.11973

Atomic forces in eV per Å
0.93 -0.40 -0.19
-1.94 -0.89 -0.42
2.09 -0.83 -0.72
0.80 -0.61 0.32
3.88 0.75 1.96
-0.98 -1.11 3.04
-0.32 1.24 -0.80
-0.38 -0.72 -0.16
-0.33 -0.56 -0.13
-1.28 0.86 -0.32
-1.11 1.39 -0.44
0.43 -0.30 -0.10
-1.71 1.14 -0.77
-0.43 0.13 -1.08
0.24 0.22 -0.69
0.10 -0.31 0.49

Values from the calculation:
Structure (SMILES): C[P@@](=O)(O)NCN
Orbital gap (Eh): 0.36283
Highest occupied orbital energy (eV): -9.11
Charge: 0
Spin multiplicity: 1
ΔE to the lowest compared entry with this formula, charge and spin (kcal/mol): 0.0

Here are the Mulliken charges for atoms 1 to 8, given in e:
1. C -0.996
2. P 0.872
3. O -0.732
4. O -0.545
5. N -0.237
6. C -0.562
7. N -0.538
8. H 0.334

***

- Among the records above, which one has the lowest ΔE to the lowest compared entry with this formula, charge and spin?
  C2H9N2O2P

***

Copy entry 9 word for word.
C2H9N2O | ωB97M-V/def2-TZVPD

Positions of all 14 atoms, in Å:
C 0.12404 1.29058 1.13139
N 0.51945 -0.01543 0.83023
C -0.47367 -1.09162 1.01698
O -0.99420 1.67629 0.97750
H 0.96164 1.93649 1.43122
H 1.43517 -0.22048 1.22225
H -0.77315 -1.18659 2.05682
H -0.02880 -2.02587 0.68275
H -1.36203 -0.88116 0.42560
N 0.12562 0.09889 -1.96767
H -0.50099 -0.67068 -2.20743
H 0.90051 0.13340 -2.62728
H -0.41121 0.96831 -2.02203
H 0.47762 -0.01215 -0.95033

Atomic forces in eV per Å
0.42 0.02 -0.19
0.36 -0.21 0.18
0.12 -0.03 -0.12
-0.55 0.13 -0.08
0.01 0.06 0.07
-0.18 -0.12 -0.04
-0.03 0.01 0.07
-0.03 -0.05 0.03
-0.02 0.06 0.04
-0.08 0.02 0.47
0.10 -0.03 -0.03
0.04 -0.01 -0.04
0.06 0.01 0.01
-0.22 0.15 -0.36

Values from the calculation:
Orbital gap (Eh): 0.38799
Highest occupied orbital energy (eV): -14.45
Charge: +1
Spin multiplicity: 1
ΔE to the lowest compared entry with this formula, charge and spin (kcal/mol): 27.1

Here are the Mulliken charges for atoms 1 to 8, given in e:
1. C 0.026
2. N -0.407
3. C -0.894
4. O -0.437
5. H 0.357
6. H 0.218
7. H 0.349
8. H 0.353

***

- Which of these has the lowest ΔE to the lowest compared entry with this formula, charge and spin?
  C2H9N2O2P